Density functional theory data (ωB97M-V with the def2-TZVPD basis set) for C22H14F3N3O2PtSe3Te as an isolated structure.

The HOMO-LUMO gap (spin up / spin down) comes out at 4.98 / 4.99 eV. Its charge is 0. The spin multiplicity is 1.

Each line ends with the natural charge from an NBO analysis.
Geometry (Å):
Pt1 -0.034 1.563 0.199  0.74
O1 -3.362 5.536 1.785  -0.65
C1 -2.759 5.170 2.942  0.43
C2 -3.047 5.853 4.122  -0.33
C3 -2.435 5.509 5.312  -0.16
C4 -1.513 4.472 5.346  -0.26
C5 -1.219 3.797 4.179  -0.12
C6 -1.831 4.118 2.962  -0.24
C7 -1.436 3.325 1.777  0.62
O2 -0.432 2.522 1.941  -0.68
N1 -2.117 3.465 0.648  -0.40
N2 -1.591 2.648 -0.293  -0.21
C8 -2.018 2.551 -1.502  0.01
C9 -1.273 1.611 -2.340  0.17
C10 -1.597 1.361 -3.660  -0.22
C11 -0.866 0.424 -4.375  -0.14
C12 0.177 -0.232 -3.749  -0.25
C13 0.473 0.075 -2.429  0.09
N3 -0.228 0.969 -1.737  -0.43
H1 -3.946 6.280 1.968  0.48
H2 -3.764 6.666 4.093  0.21
H3 -2.678 6.057 6.213  0.22
H4 -1.029 4.194 6.271  0.22
H5 -0.501 2.989 4.185  0.24
H6 -2.863 3.128 -1.855  0.22
H7 -2.419 1.900 -4.110  0.23
H8 -1.108 0.213 -5.408  0.23
H9 0.757 -0.985 -4.263  0.24
H10 1.284 -0.403 -1.898  0.25
Se1 1.936 0.424 1.049  -0.05
Se2 2.611 -2.970 3.807  -0.43
Te1 2.030 -1.168 5.232  0.69
Se3 0.443 0.160 4.086  -0.32
F1 2.683 -7.159 -4.399  -0.32
C14 2.503 -7.273 -3.072  0.97
F2 1.441 -8.080 -2.884  -0.32
F3 3.574 -7.933 -2.588  -0.32
C15 2.324 -5.944 -2.400  -0.16
C16 2.603 -4.764 -3.072  -0.19
C17 2.497 -3.554 -2.407  -0.14
C18 2.117 -3.510 -1.064  -0.09
C19 1.822 -4.707 -0.405  -0.18
C20 1.925 -5.914 -1.069  -0.16
C21 2.044 -2.259 -0.374  -0.12
C22 1.986 -1.194 0.196  -0.22
H11 2.903 -4.790 -4.111  0.23
H12 2.726 -2.630 -2.922  0.21
H13 1.512 -4.675 0.631  0.23
H14 1.693 -6.838 -0.555  0.23



Density functional theory data (ωB97M-V with the def2-TZVPD basis set) for C22H15BeIN5O3 as an isolated structure.

The HOMO-LUMO gap comes out at 6.77 eV. Its charge is +1. The spin multiplicity is 1.

Each line ends with the natural charge from an NBO analysis.
Geometry (Å):
Be1 0.511 -0.378 -0.707  1.62
N1 -2.712 2.753 1.047  -0.54
C1 -2.285 1.634 0.456  0.36
N2 -1.200 1.544 -0.247  -0.57
C2 -0.366 2.633 -0.316  0.44
N3 0.867 2.540 -0.733  -0.36
N4 1.273 1.252 -0.958  -0.42
C3 2.471 1.108 -1.385  0.09
C4 2.925 -0.276 -1.534  0.16
C5 4.213 -0.652 -1.857  -0.21
C6 4.515 -2.008 -1.878  -0.11
C7 3.530 -2.931 -1.568  -0.23
C8 2.259 -2.475 -1.259  0.10
N5 1.964 -1.177 -1.257  -0.64
C9 -0.858 3.935 0.116  -0.17
C10 -0.172 5.132 -0.116  -0.13
C11 -0.678 6.317 0.365  -0.21
C12 -1.868 6.326 1.100  -0.15
C13 -2.556 5.158 1.344  -0.26
C14 -2.049 3.962 0.841  0.25
H1 -3.546 2.730 1.611  0.43
H2 -2.908 0.756 0.586  0.21
H3 3.113 1.960 -1.577  0.23
H4 4.961 0.097 -2.074  0.24
H5 5.516 -2.338 -2.121  0.24
H6 3.734 -3.992 -1.561  0.25
H7 1.456 -3.156 -1.002  0.23
H8 0.752 5.101 -0.674  0.24
H9 -0.154 7.244 0.181  0.23
H10 -2.257 7.260 1.481  0.23
H11 -3.479 5.164 1.910  0.23
O1 -1.696 -0.342 -2.794  -0.39
C15 -0.849 -0.371 -2.060  0.47
I1 -1.672 -7.730 0.670  0.19
C16 -1.333 -5.694 0.945  -0.15
C17 -1.178 -4.870 -0.161  -0.26
C18 -0.935 -3.518 0.031  -0.14
C19 -0.866 -2.980 1.310  -0.20
C20 -1.046 -3.815 2.407  -0.14
C21 -1.267 -5.171 2.230  -0.24
C22 -0.635 -1.517 1.549  0.80
O2 -0.976 -0.988 2.582  -0.60
O3 -0.031 -0.868 0.586  -1.03
H12 -1.253 -5.277 -1.160  0.23
H13 -0.826 -2.876 -0.836  0.18
H14 -1.013 -3.386 3.400  0.25
H15 -1.395 -5.817 3.087  0.24



Density functional theory data (ωB97M-V with the def2-TZVPD basis set) for C22H15Br2FN3OV as an isolated structure.

The HOMO-LUMO gap (spin up / spin down) comes out at 6.15 / 6.34 eV. Its charge is +1. The spin multiplicity is 2.

Each line ends with the Mulliken spin population.
Geometry (Å):
V1 -1.635 -1.404 -0.916  1.22
C1 2.115 1.628 -0.201  0.00
C2 1.095 1.693 0.897  0.00
C3 1.272 2.584 1.980  0.00
C4 0.345 2.639 2.975  0.00
C5 -0.787 1.799 2.916  0.00
C6 -1.817 1.760 3.892  -0.01
Br1 -1.737 2.886 5.402  0.00
C7 -2.881 0.915 3.770  0.01
C8 -2.959 0.062 2.660  -0.01
Br2 -4.421 -1.110 2.476  0.00
C9 -1.992 0.061 1.689  0.00
O1 -2.057 -0.760 0.628  -0.03
C10 -0.879 0.941 1.799  0.00
N1 0.048 0.898 0.813  0.00
H1 2.957 2.284 0.007  0.00
H2 1.670 1.930 -1.150  0.00
H3 2.487 0.610 -0.317  0.00
H4 2.148 3.216 2.005  0.00
H5 0.467 3.316 3.809  0.00
H6 -3.660 0.895 4.517  0.00
C11 3.089 -3.814 0.675  0.00
C12 1.869 -3.510 1.262  0.00
C13 0.983 -2.671 0.610  0.03
C14 1.330 -2.136 -0.625  -0.04
C15 2.551 -2.436 -1.221  0.00
C16 3.428 -3.276 -0.563  0.00
N2 0.377 -1.306 -1.265  0.00
N3 0.745 -0.549 -2.182  -0.01
C17 -0.295 0.201 -2.742  -0.07
C18 -0.031 1.045 -3.807  0.00
C19 -1.077 1.777 -4.353  0.00
C20 -2.362 1.657 -3.841  0.00
C21 -2.626 0.791 -2.776  -0.03
C22 -1.593 0.062 -2.224  -0.05
H7 3.777 -4.479 1.180  0.00
H8 1.610 -3.927 2.225  0.00
H9 0.037 -2.407 1.072  -0.02
H10 2.786 -2.025 -2.193  0.00
H11 4.375 -3.526 -1.021  0.00
H12 0.977 1.115 -4.194  0.00
H13 -0.890 2.441 -5.186  0.00
H14 -3.170 2.231 -4.274  0.00
H15 -3.636 0.701 -2.395  0.01
F1 -2.035 -2.805 -1.809  -0.01



Density functional theory data (ωB97M-V with the def2-TZVPD basis set) for C22H15BrClEuF2N3O as an isolated structure.

The HOMO-LUMO gap (spin up / spin down) comes out at 5.95 / 6.52 eV. Its charge is 0. The spin multiplicity is 8.

Each line ends with the Mulliken spin population.
Geometry (Å):
Eu1 0.529 -1.061 0.242  7.01
Br1 7.579 1.521 -0.558  0.00
C1 5.827 0.756 -0.016  0.00
C2 5.739 -0.464 0.686  0.00
C3 4.536 -0.827 1.240  0.00
C4 3.316 -0.126 1.054  -0.01
O1 2.244 -0.605 1.586  0.00
C5 3.399 1.091 0.307  0.02
C6 2.237 1.981 0.106  -0.02
N1 1.021 1.568 0.089  0.00
C7 -0.039 2.505 -0.078  0.00
C8 0.025 3.682 -0.779  0.00
C9 -1.132 4.490 -0.932  0.00
C10 -2.338 4.130 -0.412  0.00
C11 -2.459 2.922 0.306  0.00
C12 -3.667 2.396 0.810  0.00
C13 -3.728 1.116 1.296  0.00
C14 -2.532 0.361 1.288  -0.01
N2 -1.382 0.799 0.869  0.03
C15 -1.316 2.084 0.400  -0.01
C16 4.690 1.508 -0.167  0.00
H1 6.611 -1.063 0.864  0.00
H2 4.474 -1.735 1.839  0.00
H3 2.440 3.051 0.039  0.00
H4 0.944 4.019 -1.212  0.00
H5 -1.011 5.439 -1.447  0.00
H6 -3.216 4.767 -0.538  0.00
H7 -4.548 3.035 0.800  0.00
H8 -4.642 0.690 1.698  0.00
H9 -2.546 -0.661 1.658  0.00
H10 4.723 2.488 -0.620  0.00
F1 0.614 -1.729 -3.070  0.00
C17 1.518 -2.020 -1.951  -0.01
F2 1.586 -3.457 -1.867  0.00
H11 2.478 -1.796 -2.399  0.00
Cl1 -3.118 -5.955 1.794  0.00
C18 -2.937 -4.616 0.698  0.00
C19 -3.787 -4.429 -0.354  0.00
C20 -3.566 -3.346 -1.193  0.00
C21 -2.529 -2.470 -0.903  0.00
N3 -1.701 -2.642 0.150  0.01
C22 -1.924 -3.686 0.956  0.00
H12 -4.624 -5.115 -0.524  0.00
H13 -4.230 -3.151 -2.012  0.00
H14 -2.292 -1.635 -1.549  0.00
H15 -1.267 -3.812 1.804  0.00



Density functional theory data (ωB97M-V with the def2-TZVPD basis set) for C22H15F2NO14Pt as an isolated structure.

The HOMO-LUMO gap (spin up / spin down) comes out at 3.98 / 3.97 eV. Its charge is -2. The spin multiplicity is 3.

Each line ends with the Mulliken spin population.
Geometry (Å):
Pt1 1.167 0.112 -0.362  1.30
C1 -1.114 3.521 -0.575  0.00
C2 -0.355 2.959 0.472  0.02
C3 -0.497 3.609 1.893  0.00
O1 0.146 3.093 2.818  0.00
C4 -1.361 4.742 2.028  0.00
C5 -2.157 5.225 1.007  0.00
C6 -2.041 4.552 -0.354  0.00
O2 -2.725 4.922 -1.326  0.00
O3 -3.071 6.063 1.212  0.00
O4 0.401 1.948 0.415  0.13
H1 -0.926 3.135 -1.567  0.00
H2 -1.446 5.102 3.046  0.00
C7 -1.236 0.646 -3.805  0.02
C8 -0.596 0.118 -2.664  0.01
C9 -1.444 -0.220 -1.387  -0.04
O5 -0.784 -0.739 -0.420  0.15
C10 -2.809 0.121 -1.394  0.03
C11 -3.410 0.670 -2.520  0.00
C12 -2.604 0.962 -3.776  0.00
O6 -3.076 1.692 -4.660  0.00
O7 -4.621 0.959 -2.437  0.01
O8 0.667 -0.003 -2.542  0.13
H3 -0.622 1.081 -4.581  0.00
H4 -3.342 -0.054 -0.471  0.00
C13 -0.750 -2.374 4.292  0.00
C14 -0.174 -1.216 5.104  0.00
O9 0.366 -0.407 4.109  0.00
C15 0.464 -1.044 2.935  0.01
O10 0.902 -0.554 1.949  0.03
O11 -0.055 -2.282 3.061  0.00
F1 0.832 -1.673 5.930  0.00
H5 -1.819 -2.249 4.103  0.00
H6 -0.577 -3.362 4.714  0.00
H7 -0.946 -0.786 5.742  0.00
C16 0.598 -5.210 -1.986  0.00
C17 -0.379 -5.002 -0.815  0.00
O12 -0.172 -3.684 -0.380  0.00
C18 0.956 -3.215 -0.983  0.02
O13 1.450 -2.159 -0.815  0.08
O14 1.516 -4.148 -1.801  0.00
F2 -0.038 -5.824 0.232  0.00
H8 0.091 -5.237 -2.950  0.00
H9 1.101 -6.163 -1.828  0.00
H10 -1.400 -5.208 -1.135  0.00
N1 3.916 0.490 -1.838  0.01
C19 3.733 -0.398 -0.808  -0.01
C20 3.470 0.288 0.359  0.07
C21 3.253 1.661 -0.024  0.00
C22 3.580 1.743 -1.354  0.02
H11 4.095 0.240 -2.789  0.00
H12 3.857 -1.444 -1.029  0.00
H13 3.413 -0.040 1.383  0.00
H14 2.935 2.472 0.609  0.00
H15 3.638 2.574 -2.037  0.00



Density functional theory data (ωB97M-V with the def2-TZVPD basis set) for C22H15F3NO4S2 as an isolated structure.

The HOMO-LUMO gap comes out at 7.64 eV. Its charge is -1. The spin multiplicity is 1.

Each line ends with the natural charge from an NBO analysis.
Geometry (Å):
C1 5.049 1.953 3.114  -0.22
C2 4.284 0.964 3.775  -0.21
C3 2.954 0.813 3.435  -0.22
C4 2.353 1.653 2.518  0.08
C5 0.834 1.554 2.448  -0.56
C6 0.166 2.021 3.718  0.59
C7 -0.263 3.442 3.773  -0.13
C8 -1.520 3.628 4.342  -0.17
C9 -2.101 4.882 4.272  -0.21
C10 -1.436 5.941 3.642  -0.21
C11 -0.083 5.770 3.279  -0.21
C12 0.530 4.532 3.368  -0.18
O1 0.041 1.253 4.663  -0.55
C13 3.122 2.533 1.783  -0.24
C14 4.492 2.672 2.047  -0.22
H1 6.089 2.113 3.413  0.20
H2 4.736 0.354 4.555  0.21
H3 2.351 0.081 3.943  0.23
H4 0.494 2.099 1.548  0.32
H5 -2.058 2.777 4.781  0.23
H6 -3.129 4.986 4.625  0.21
H7 -1.906 6.916 3.610  0.21
H8 0.442 6.611 2.849  0.21
H9 1.555 4.377 3.050  0.23
H10 2.690 3.182 1.036  0.24
H11 5.116 3.336 1.456  0.21
F1 -1.827 -1.544 2.421  -0.35
C15 -1.473 -0.384 1.735  0.91
F2 -1.536 -0.671 0.433  -0.29
F3 -2.330 0.633 1.991  -0.34
S1 0.207 -0.070 2.670  0.24
N1 0.746 0.424 -0.322  -0.97
C16 1.716 -0.521 -0.349  0.62
O2 1.777 -1.559 0.323  -0.64
C17 2.822 -0.016 -1.210  -0.10
C18 2.563 1.290 -1.582  -0.29
C19 3.585 2.139 -1.939  -0.21
C20 4.896 1.636 -1.812  -0.22
C21 5.137 0.238 -1.690  -0.23
C22 4.075 -0.602 -1.444  -0.18
S2 0.845 1.674 -1.335  2.29
O3 -0.037 1.440 -2.446  -0.93
O4 0.754 2.926 -0.559  -0.98
H12 3.306 3.170 -2.181  0.22
H13 5.718 2.327 -1.850  0.20
H14 6.155 -0.158 -1.814  0.21
H15 4.137 -1.694 -1.417  0.23



- Look up the spin multiplicity of the second one.
  1



What did the sixth record say?
Density functional theory data (ωB97M-V with the def2-TZVPD basis set) for C22H15F3NO4S2 as an isolated structure.

The HOMO-LUMO gap comes out at 7.64 eV. Its charge is -1. The spin multiplicity is 1.

Each line ends with the natural charge from an NBO analysis.
Geometry (Å):
C1 5.049 1.953 3.114  -0.22
C2 4.284 0.964 3.775  -0.21
C3 2.954 0.813 3.435  -0.22
C4 2.353 1.653 2.518  0.08
C5 0.834 1.554 2.448  -0.56
C6 0.166 2.021 3.718  0.59
C7 -0.263 3.442 3.773  -0.13
C8 -1.520 3.628 4.342  -0.17
C9 -2.101 4.882 4.272  -0.21
C10 -1.436 5.941 3.642  -0.21
C11 -0.083 5.770 3.279  -0.21
C12 0.530 4.532 3.368  -0.18
O1 0.041 1.253 4.663  -0.55
C13 3.122 2.533 1.783  -0.24
C14 4.492 2.672 2.047  -0.22
H1 6.089 2.113 3.413  0.20
H2 4.736 0.354 4.555  0.21
H3 2.351 0.081 3.943  0.23
H4 0.494 2.099 1.548  0.32
H5 -2.058 2.777 4.781  0.23
H6 -3.129 4.986 4.625  0.21
H7 -1.906 6.916 3.610  0.21
H8 0.442 6.611 2.849  0.21
H9 1.555 4.377 3.050  0.23
H10 2.690 3.182 1.036  0.24
H11 5.116 3.336 1.456  0.21
F1 -1.827 -1.544 2.421  -0.35
C15 -1.473 -0.384 1.735  0.91
F2 -1.536 -0.671 0.433  -0.29
F3 -2.330 0.633 1.991  -0.34
S1 0.207 -0.070 2.670  0.24
N1 0.746 0.424 -0.322  -0.97
C16 1.716 -0.521 -0.349  0.62
O2 1.777 -1.559 0.323  -0.64
C17 2.822 -0.016 -1.210  -0.10
C18 2.563 1.290 -1.582  -0.29
C19 3.585 2.139 -1.939  -0.21
C20 4.896 1.636 -1.812  -0.22
C21 5.137 0.238 -1.690  -0.23
C22 4.075 -0.602 -1.444  -0.18
S2 0.845 1.674 -1.335  2.29
O3 -0.037 1.440 -2.446  -0.93
O4 0.754 2.926 -0.559  -0.98
H12 3.306 3.170 -2.181  0.22
H13 5.718 2.327 -1.850  0.20
H14 6.155 -0.158 -1.814  0.21
H15 4.137 -1.694 -1.417  0.23



- Which of these has the lowest charge?
  C22H15F2NO14Pt